Record 1
Density functional theory data (ωB97M-V with the def2-TZVPD basis set) for a cluster of 2 separate species, C4H12N3O in total in a non-equilibrium geometry.

```
20
Properties=species:S:1:pos:R:3:lowdin_spin:R:1
C -1.03557 -1.22462 2.67632 0.000
N -1.86383 -2.13593 2.10891 0.468
C -1.86840 -2.38696 0.69605 0.077
O -0.35299 -0.41838 2.06046 0.375
H -0.95811 -1.34084 3.76915 0.006
H -2.24558 -2.86711 2.71183 0.006
H -1.93686 -1.42994 0.15150 0.020
H -2.72687 -2.99953 0.42888 0.006
H -0.94831 -2.90398 0.38179 0.039
C 0.88113 0.61999 -0.03882 0.001
N 1.63763 1.27210 -1.13601 0.001
C 1.05605 2.08696 -1.97661 0.000
N 1.68976 2.80669 -2.87019 0.000
H 1.57890 0.46955 0.77980 0.000
H 0.44350 -0.31551 -0.38123 0.001
H 0.11541 1.32100 0.28089 0.000
H 2.64172 1.15315 -1.16625 0.000
H -0.02030 2.06398 -2.04919 0.000
H 2.69647 2.89989 -2.83547 0.000
H 1.21626 3.32948 -3.59183 0.000
```

Calculated values
- multiplicity = 2
- total energy (a.u.) = -398.43575
- frontier orbital gap (alpha / beta) (Eh) = 0.39336 / 0.19629
- net charge = +2
- relative energy (zero: lowest compared OMol25 entry of this formula, charge and spin) (kJ/mol) = 17.6

***

Record 2
Density functional theory data (ωB97M-V with the def2-TZVPD basis set) for a structure of composition C5H5NO5Pd in a non-equilibrium geometry.

```
17
Properties=species:S:1:pos:R:3:lowdin_spin:R:1
O 0.11729 2.35199 -4.50248 0.013
C 0.12464 1.78237 -3.50359 0.155
Pd 0.14175 0.71568 -1.79325 1.224
C 1.84753 0.00517 -2.42985 0.130
C -1.54973 0.04290 -2.44180 0.133
O 2.75289 -0.66622 -2.54818 0.013
O -2.48035 -0.64263 -2.54008 0.031
N -0.80709 -0.84782 2.58488 0.004
C 0.51451 -0.30397 2.32220 0.006
C 0.30183 0.26225 0.91982 0.019
O 0.75921 1.33043 0.46431 0.138
O -0.41084 -0.48877 0.22127 0.132
H -1.47297 -0.07565 2.56218 0.000
H -0.96396 -1.35000 3.44975 0.000
H -0.96844 -1.43628 1.76345 0.001
H 0.81675 0.38597 3.09626 0.001
H 1.27697 -1.06542 2.37512 0.001
```

Calculated values
- multiplicity = 3
- total energy (a.u.) = -751.62779
- frontier orbital gap (alpha / beta) (Eh) = 0.36325 / 0.23923
- net charge = +2

***

Record 3
Density functional theory data (ωB97M-V with the def2-TZVPD basis set) for a structure of composition C39H28F12GeNO2Re.

```
84
Properties=species:S:1:pos:R:3:lowdin_spin:R:1
Re 1.05816 1.02231 -0.80294 1.489
C -0.92498 -3.89487 -5.02494 0.000
C -0.84477 -2.59285 -4.27254 0.000
C -1.95827 -1.77476 -4.11495 0.000
C -1.87979 -0.57921 -3.41970 0.002
C -0.66875 -0.17437 -2.86186 0.011
N -0.52482 0.97109 -2.07348 0.067
C -1.16938 2.16248 -2.40748 0.009
C -1.43909 2.48225 -3.74311 0.006
C -2.05031 3.66877 -4.09171 -0.001
C -2.41116 4.59739 -3.12352 0.007
C -3.05334 5.90947 -3.48688 0.001
C -2.13646 4.28772 -1.79920 -0.001
C -1.52046 3.10024 -1.41591 0.011
C -1.29286 2.76141 0.06489 0.014
O -0.10077 2.12096 0.34182 0.123
C -2.48946 1.88076 0.54611 0.004
F -2.52449 1.75438 1.87736 0.001
F -3.67038 2.41073 0.17129 0.000
F -2.42779 0.65227 0.02887 0.010
C -1.23582 4.03140 0.96834 0.000
F -0.40511 4.94539 0.44797 0.001
F -0.78317 3.74224 2.19016 0.001
F -2.43633 4.62816 1.13592 0.000
C 0.46124 -0.98543 -3.00643 0.003
C 0.35860 -2.17512 -3.71398 -0.001
C 1.74593 -0.44648 -2.39658 0.040
O 2.65392 1.65793 -0.81113 0.173
C 2.64746 -1.55832 -1.88346 0.014
F 3.59080 -1.13048 -1.02747 0.006
F 1.96062 -2.52794 -1.24672 0.020
F 3.33390 -2.20200 -2.87173 0.003
C 2.48480 0.31937 -3.48939 0.009
F 3.75032 0.61977 -3.17247 0.001
F 2.55110 -0.35108 -4.67154 0.003
F 1.85265 1.47834 -3.78675 0.006
H -1.93770 -4.07605 -5.38671 0.000
H -0.63829 -4.73732 -4.39205 0.000
H -0.25571 -3.89418 -5.88823 0.000
H -2.91102 -2.08378 -4.53193 0.000
H -2.76011 0.03742 -3.28778 0.000
H -1.14587 1.77906 -4.51114 0.000
H -2.23758 3.88151 -5.13885 0.000
H -3.42201 5.89279 -4.51300 0.000
H -2.34291 6.73532 -3.40265 0.000
H -3.89525 6.13396 -2.82962 0.000
H -2.43369 5.00452 -1.04773 0.000
H 1.23875 -2.79477 -3.83889 0.000
C 0.49293 -0.68119 0.30105 0.773
Ge 0.77836 -1.11818 2.14939 0.089
C -0.63911 -0.50125 3.36030 0.024
C -1.71260 -1.32386 3.69614 0.003
C -2.71534 -0.87478 4.54555 0.001
C -2.65097 0.40435 5.07905 0.001
C -1.58536 1.23256 4.75725 0.001
C -0.59051 0.78209 3.90151 0.003
C 2.43415 -0.39470 2.89945 0.003
C 2.58187 -0.32487 4.28650 0.000
C 3.75040 0.15633 4.85899 0.000
C 4.79038 0.58974 4.04720 0.000
C 4.65569 0.53452 2.66834 0.001
C 3.48838 0.04062 2.09882 0.003
C 0.81606 -3.07881 2.27886 0.006
C -0.04166 -3.85778 1.50290 0.002
C -0.03806 -5.24275 1.60000 0.000
C 0.83177 -5.87447 2.47714 0.000
C 1.69887 -5.11491 3.24940 0.001
C 1.68954 -3.72988 3.14802 0.001
H -0.10132 -1.41206 -0.24825 0.050
H -1.76671 -2.33075 3.29588 0.000
H -3.54648 -1.52480 4.79238 0.000
H -3.43281 0.75714 5.74082 0.000
H -1.53550 2.23662 5.16086 0.000
H 0.22931 1.44434 3.64466 0.000
H 1.76616 -0.63833 4.93070 0.000
H 3.84551 0.20329 5.93741 0.000
H 5.70063 0.97580 4.49029 0.000
H 5.45645 0.88079 2.02670 0.000
H 3.40588 0.01221 1.02208 0.003
H -0.71808 -3.38169 0.80074 0.000
H -0.71064 -5.82842 0.98489 0.000
H 0.83952 -6.95514 2.55201 0.000
H 2.38910 -5.60190 3.92797 0.000
H 2.38382 -3.15028 3.74673 0.000
```

Calculated values
- multiplicity = 4
- total energy (a.u.) = -5061.91995
- frontier orbital gap (alpha / beta) (Eh) = 0.25392 / 0.24318
- net charge = -1
- relative energy (zero: lowest compared OMol25 entry of this formula, charge and spin) (kJ/mol) = 12.4

***

Record 4
Density functional theory data (ωB97M-V with the def2-TZVPD basis set) for a structure of composition C27H24N5O2PdS2 in a non-equilibrium geometry.

```
61
Properties=species:S:1:pos:R:3:lowdin_charge:R:1
Pd 0.44179 1.28965 -0.07199 1.092
C 5.02682 4.25773 -0.44995 -0.357
S 5.10227 2.48253 -0.07939 0.879
C 3.39211 2.21348 0.29192 -1.090
S 2.55119 1.78560 -1.13827 0.835
N 2.96466 2.33015 1.47490 -0.007
N 1.63455 2.09764 1.65222 -0.062
C 1.23762 1.64997 2.77709 -0.020
C -0.18807 1.39147 2.96929 -0.275
C -0.68703 0.78778 4.10863 0.014
C -2.04554 0.50074 4.15821 -0.023
C -2.84577 0.86057 3.09040 -0.015
C -2.25400 1.47309 1.98824 -0.100
N -0.95580 1.71371 1.92917 0.046
H 6.00629 4.51906 -0.84382 0.043
H 4.82460 4.81885 0.45837 0.046
H 4.26504 4.44821 -1.20089 0.037
H 1.95400 1.39997 3.55567 0.151
H -0.02342 0.53995 4.92693 0.125
H -2.46743 0.00157 5.01980 0.121
H -3.90827 0.66272 3.09624 0.117
H -2.83962 1.75966 1.12213 0.124
C 0.45187 -0.57780 -2.67395 -0.150
N 0.00082 0.66786 -2.05771 -0.081
C -0.69022 1.54535 -2.70267 -0.055
C -1.06254 2.70876 -2.05455 -0.326
C -1.86755 3.79411 -2.40279 -0.010
C -1.89051 4.63151 -1.28954 -0.061
C -1.09460 4.03135 -0.30580 -0.127
N -0.59843 2.88535 -0.77898 -0.064
C -0.65937 -1.58273 -2.91498 -0.212
C -1.69914 -1.75893 -2.00794 -0.048
C -2.64825 -2.74803 -2.22174 -0.072
C -2.57937 -3.55376 -3.35026 -0.078
C -1.56148 -3.35976 -4.27089 -0.072
C -0.60848 -2.37374 -4.05673 -0.042
H 1.20468 -1.01422 -2.01618 0.115
H 0.93165 -0.35412 -3.62980 0.129
H -0.97736 1.37582 -3.73877 0.167
H -2.36879 3.92257 -3.34867 0.116
H -2.41416 5.56660 -1.18241 0.104
H -0.87692 4.38020 0.69069 0.114
H -1.75876 -1.13120 -1.12942 0.087
H -3.44644 -2.89029 -1.50414 0.107
H -3.32106 -4.32390 -3.51541 0.107
H -1.51057 -3.97209 -5.16150 0.108
H 0.18563 -2.22766 -4.78060 0.114
O 1.58517 -0.47658 0.57818 -0.101
C 0.52928 -1.18044 0.79616 -0.576
O -0.58602 -0.66119 0.59936 -0.067
C 0.64584 -2.56061 1.31875 -0.142
C -0.44324 -3.42230 1.23629 -0.010
C -0.35951 -4.68653 1.79529 -0.061
C 0.80272 -5.08357 2.44515 -0.066
C 1.89542 -4.22986 2.51192 -0.065
C 1.82225 -2.96912 1.94124 -0.017
H -1.34113 -3.09471 0.72969 0.110
H -1.20301 -5.36086 1.73151 0.109
H 0.85775 -6.06521 2.89733 0.110
H 2.80283 -4.54317 3.01057 0.109
H 2.66502 -2.29121 1.97839 0.117
```

Calculated values
- total energy (a.u.) = -2391.50372
- frontier orbital gap (Eh) = 0.20959
- net charge = +1
- relative energy (zero: lowest compared OMol25 entry of this formula, charge and spin) (kJ/mol) = 144.5

***

Record 5
Density functional theory data (ωB97M-V with the def2-TZVPD basis set) for a structure of composition C4H6IN3S2 in a non-equilibrium geometry.

```
16
Properties=species:S:1:pos:R:3:lowdin_charge:R:1
C -0.10056 -2.29333 1.14635 -0.199
C -0.35080 -0.33160 0.36708 -0.419
C 0.26427 2.16161 -0.49579 -0.251
C -0.65145 0.94331 -0.63754 -1.136
N -0.43369 -1.68982 0.08095 0.079
N -0.09697 -0.12385 1.66789 0.102
N 0.01821 -1.38753 2.14525 -0.002
S 1.49396 -0.17823 -2.32915 0.371
S -0.48439 0.20300 -2.34569 0.367
I -2.75536 1.50338 -0.54534 0.806
H 0.02652 -3.36971 1.38316 0.137
H 1.32762 2.03279 -0.78280 0.045
H -0.03182 2.84006 -1.31401 0.060
H 0.20477 2.73749 0.48965 0.102
H 0.10638 -1.60607 3.11719 0.141
H 1.46332 -1.44150 -1.94720 -0.203
```

Calculated values
- total energy (a.u.) = -1414.33239
- frontier orbital gap (Eh) = 0.34502
- net charge = 0
- relative energy (zero: lowest compared OMol25 entry of this formula, charge and spin) (kJ/mol) = 0.0

***

Record 6
Density functional theory data (ωB97M-V with the def2-TZVPD basis set) for a cluster of 5 separate species, C30H30F4N2O4 in total in a non-equilibrium geometry.

```
70
Properties=species:S:1:pos:R:3:lowdin_charge:R:1
C 4.72865 -1.28197 -0.96035 0.017
C 4.95838 -0.18034 0.04388 -0.464
O 4.49890 0.87433 -0.16085 0.142
N 5.75374 -0.32685 1.24042 0.017
C 5.75113 -1.65753 1.81835 -0.452
C 5.26252 -1.73473 3.24920 0.017
O 6.12531 -2.61973 1.27117 0.155
N 7.05547 0.21535 1.15567 -0.039
C 7.75347 -0.02642 -0.11026 -0.032
C 7.02500 1.57852 1.54646 -0.569
O 6.92757 1.88804 2.64646 0.202
O 7.09229 2.53154 0.56449 0.080
H 5.66441 -1.64509 -1.37766 0.080
H 4.19561 -2.12721 -0.52671 0.087
H 4.14427 -0.90478 -1.79090 0.089
H 6.16449 -1.81896 3.85936 0.094
H 4.74972 -0.82957 3.55664 0.079
H 4.69216 -2.64234 3.41902 0.085
H 7.61593 -1.05138 -0.43509 0.082
H 8.82405 0.09825 0.04904 0.098
H 7.47829 0.66629 -0.90884 0.093
H 6.19795 2.88893 0.47336 0.122
F 0.89742 -3.39137 1.36112 0.053
C 0.55762 -2.17103 0.89798 -0.286
C 1.35833 -1.08883 1.20523 -0.024
C 1.01096 0.16624 0.72402 -0.071
C -0.13301 0.32477 -0.04645 -0.079
C -0.92923 -0.77550 -0.34169 -0.073
C -0.58080 -2.03455 0.12870 -0.015
H 2.24281 -1.23122 1.81503 0.108
H 1.63523 1.02103 0.95151 0.106
H -0.40072 1.30167 -0.41551 0.073
H -1.82102 -0.65319 -0.93750 0.091
H -1.18365 -2.90534 -0.09789 0.110
F -2.35791 -2.10111 -2.63428 0.050
C -3.36673 -2.99172 -2.54731 -0.278
C -3.67418 -3.77527 -3.64187 -0.017
C -4.71011 -4.69184 -3.54167 -0.082
C -5.42757 -4.80557 -2.35710 -0.092
C -5.10595 -4.00572 -1.26968 -0.083
C -4.06457 -3.09436 -1.36187 -0.030
H -3.10768 -3.66551 -4.55746 0.117
H -4.95860 -5.31795 -4.38841 0.104
H -6.23815 -5.51899 -2.28329 0.101
H -5.66677 -4.09026 -0.34836 0.108
H -3.79232 -2.46688 -0.52393 0.094
F -0.80700 3.13680 0.09386 0.037
C -0.58792 4.27225 -0.60294 -0.276
C -1.11891 5.45875 -0.13910 -0.016
C -0.88806 6.62434 -0.85497 -0.083
C -0.14080 6.58635 -2.02481 -0.097
C 0.38133 5.38241 -2.47759 -0.082
C 0.16205 4.21514 -1.76063 -0.015
H -1.70478 5.46544 0.77081 0.118
H -1.29205 7.56305 -0.49976 0.105
H 0.03442 7.49669 -2.58334 0.101
H 0.96054 5.35135 -3.39092 0.105
H 0.56788 3.26803 -2.09287 0.117
F -6.26802 -1.24869 -0.55045 0.057
C -6.40088 -0.57240 0.60709 -0.281
C -7.48317 0.26881 0.77370 -0.017
C -7.62073 0.96123 1.96789 -0.083
C -6.67360 0.81230 2.97251 -0.097
C -5.58956 -0.03417 2.78580 -0.080
C -5.45200 -0.73695 1.59757 -0.017
H -8.20616 0.37710 -0.02427 0.117
H -8.46776 1.61831 2.11449 0.105
H -6.78146 1.35701 3.90150 0.101
H -4.84883 -0.14776 3.56626 0.106
H -4.61728 -1.40721 1.43802 0.106
```

Calculated values
- total energy (a.u.) = -1971.03740
- frontier orbital gap (Eh) = 0.35487
- SMILES = CC(=O)N(C(C)=O)N(C)C(=O)O.Fc1ccccc1.Fc1ccccc1.Fc1ccccc1.Fc1ccccc1
- net charge = 0